# 1
Entry from OMol25: a structure of composition C29H29BF4FeN6PS (ωB97M-V with the def2-TZVPD basis set).

Each line ends with the Mulliken charge.
Positions of all 72 atoms, in Å:
Fe 0.7694 0.8375 -1.2009  0.986
C -1.2613 2.6897 -6.3551  -1.025
C -1.3475 1.3108 -5.7301  -0.679
N -1.9582 1.3223 -4.4176  -0.076
C -1.3178 1.4587 -3.2500  0.274
S 0.3986 1.7428 -3.2439  -0.393
N -2.0083 1.4343 -2.1291  -1.533
N -1.1316 1.5661 -1.0827  1.355
C -1.5779 2.0567 0.0237  0.825
C -2.9878 2.4351 0.3032  -1.950
C -0.5107 2.3865 0.9729  0.485
C -0.7108 3.1029 2.1497  -0.721
C 0.3879 3.4155 2.9276  -0.696
C 1.6489 3.0194 2.5060  -0.973
C 1.7626 2.3184 1.3182  -0.335
N 0.7077 1.9959 0.5707  0.186
H -0.7929 2.6341 -7.3360  0.357
H -2.2491 3.1326 -6.4727  0.318
H -0.6623 3.3548 -5.7354  0.289
H -1.9387 0.6317 -6.3502  0.393
H -0.3559 0.8654 -5.6287  0.386
H -2.9576 1.2122 -4.3360  0.268
H -3.6478 2.0304 -0.4584  0.360
H -3.2801 2.0595 1.2808  0.383
H -3.0945 3.5217 0.3123  0.399
H -1.7052 3.3996 2.4395  0.501
H 0.2623 3.9697 3.8469  0.436
H 2.5356 3.2542 3.0714  0.485
H 2.7212 2.0238 0.9266  0.589
N 3.0712 -0.4160 0.2998  -0.106
C 2.7970 -0.7279 1.6400  -0.497
C 3.7877 -0.6528 2.6206  -0.654
C 3.5098 -1.0251 3.9199  -0.715
C 2.2510 -1.5165 4.2545  -0.974
C 1.2660 -1.5689 3.2876  -0.779
C 1.5014 -1.1194 1.9864  0.751
P 0.2147 -1.0834 0.6952  2.076
C -1.3669 -0.7884 1.5280  0.117
C -1.5130 -0.2083 2.7819  -0.438
C -2.7797 -0.0003 3.3128  -0.870
C -3.9064 -0.3659 2.5939  -0.707
C -3.7684 -0.9139 1.3243  -0.704
C -2.5092 -1.1119 0.7881  -0.926
C 0.1595 -2.8535 0.2827  1.440
C 1.0563 -3.3287 -0.6700  -0.239
C 1.1347 -4.6827 -0.9414  -0.925
C 0.3056 -5.5737 -0.2757  -0.618
C -0.5976 -5.1059 0.6639  -0.754
C -0.6688 -3.7506 0.9448  -0.614
H 4.0091 -0.0578 0.1405  0.381
H 2.9658 -1.2096 -0.3214  0.168
H 4.7837 -0.3341 2.3418  0.472
H 4.2880 -0.9707 4.6678  0.414
H 2.0468 -1.8584 5.2580  0.453
H 0.2873 -1.9529 3.5453  0.577
H -0.6428 0.0855 3.3549  0.599
H -2.8790 0.4403 4.2944  0.428
H -4.8907 -0.2151 3.0158  0.371
H -4.6429 -1.1823 0.7473  0.446
H -2.4060 -1.5317 -0.2058  0.446
H 1.6702 -2.6448 -1.2383  0.145
H 1.8283 -5.0384 -1.6886  0.450
H 0.3561 -6.6299 -0.4980  0.385
H -1.2496 -5.7940 1.1822  0.429
H -1.3731 -3.3981 1.6876  0.353
F 4.5634 0.9567 -1.6849  -0.381
B 3.3949 1.2241 -2.3648  0.360
F 3.6105 1.7484 -3.5939  -0.330
F 2.6009 0.0321 -2.4463  -0.293
F 2.5870 2.1219 -1.5614  -0.434
N -0.5141 -1.5504 -2.5475  -0.831
C -0.0366 -0.6292 -2.0448  0.634

ΔE to the lowest compared entry with this formula, charge and spin   15.3 kcal/mol
2S+1   2
Total energy   -3878.82397 Ha
Frontier orbital gap (alpha / beta)   7.23 / 7.43 eV



# 2
Entry from OMol25: a cluster of 6 separate species, C29H29FN6O3S in total (ωB97M-V with the def2-TZVPD basis set).

Each line ends with the Mulliken charge.
Positions of all 69 atoms, in Å:
C -1.1503 -3.6051 -1.7588  -0.783
C -0.3402 -3.1044 -2.9268  0.327
F 0.0204 -1.8227 -2.7060  -0.216
O 0.7768 -3.8836 -3.2884  -0.296
C 1.8480 -3.7737 -2.4591  0.678
O 2.6652 -2.8939 -2.5209  -0.521
O 2.0273 -4.7632 -1.5441  -0.101
N 1.0422 -5.8185 -1.5872  -0.425
C 1.3059 -6.6904 -2.4083  0.602
S 1.4133 -7.4781 -3.7278  -0.261
H -0.8837 -3.0367 -0.8767  0.338
H -1.0576 -4.6672 -1.6331  0.407
H -2.1858 -3.3890 -1.9677  -0.002
H -0.9646 -3.0825 -3.8024  0.266
C 1.5474 -0.1217 0.9024  -0.422
C 1.1137 -0.3280 -0.3954  0.064
C 0.3752 0.6746 -1.0100  -0.477
N 0.0547 1.8249 -0.4181  -0.461
C 0.4806 2.0024 0.8328  -0.329
C 1.2258 1.0685 1.5333  -0.449
H 2.1277 -0.8782 1.4154  0.403
H 1.3434 -1.2398 -0.9200  0.414
H 0.0177 0.5586 -2.0252  0.450
H 0.2045 2.9469 1.2890  0.425
H 1.5455 1.2701 2.5466  0.376
C 4.4142 -9.7956 0.2812  -0.284
C 3.9592 -8.4989 0.1096  -0.344
C 4.3660 -7.8045 -1.0192  -0.484
N 5.1719 -8.3105 -1.9494  -0.522
C 5.6011 -9.5564 -1.7674  -0.212
C 5.2533 -10.3394 -0.6766  -0.323
H 4.1199 -10.3729 1.1481  0.367
H 3.3036 -8.0341 0.8333  0.367
H 4.0341 -6.7862 -1.1975  0.713
H 6.2580 -9.9418 -2.5393  0.366
H 5.6314 -11.3478 -0.5822  0.358
C 0.3846 5.9957 0.6975  -0.335
C -0.0465 5.7835 -0.6002  -0.232
C -0.7800 6.7853 -1.2174  -0.296
N -1.0953 7.9390 -0.6318  -0.564
C -0.6712 8.1232 0.6167  -0.202
C 0.0700 7.1895 1.3245  -0.239
H 0.9621 5.2392 1.2137  0.437
H 0.1805 4.8627 -1.1212  0.336
H -1.1366 6.6645 -2.2342  0.360
H -0.9430 9.0709 1.0684  0.371
H 0.3890 7.3962 2.3372  0.358
C -0.7567 9.1752 6.7646  -0.179
C 0.4004 8.4392 6.5730  -0.402
C 1.1418 8.6672 5.4238  -0.137
N 0.8045 9.5530 4.4892  -0.533
C -0.3114 10.2504 4.6896  -0.163
C -1.1231 10.1025 5.8039  -0.398
H -1.3635 9.0283 7.6487  0.361
H 0.7231 7.7041 7.2972  0.356
H 2.0559 8.1147 5.2354  0.377
H -0.5628 10.9631 3.9118  0.374
H -2.0182 10.6988 5.9136  0.352
C -6.5454 -1.5928 -2.7580  -0.146
C -5.9735 -1.7659 -1.5090  -0.486
C -5.0174 -2.7573 -1.3559  -0.072
N -4.6168 -3.5584 -2.3417  -0.497
C -5.1797 -3.3786 -3.5353  -0.193
C -6.1415 -2.4154 -3.7961  -0.414
H -7.2943 -0.8286 -2.9200  0.364
H -6.2600 -1.1462 -0.6710  0.357
H -4.5417 -2.9243 -0.3954  0.357
H -4.8375 -4.0459 -4.3188  0.364
H -6.5618 -2.3141 -4.7869  0.354

SMILES   C[C@@H](F)OC(=O)ON=C=S.c1ccncc1.c1ccncc1.c1ccncc1.c1ccncc1.c1ccncc1
Total energy   -2174.64621 Ha
Frontier orbital gap   8.16 eV



# 3
Entry from OMol25: a structure of composition C29H29GaGe2N8Se (ωB97M-V with the def2-TZVPD basis set).

Each line ends with the Mulliken charge.
Positions of all 70 atoms, in Å:
Ga -0.4863 0.5986 -0.0832  -0.692
Se 3.9259 6.5223 1.5520  0.426
N 3.9707 5.3140 0.2924  -0.744
C 2.8816 4.5687 0.4926  1.074
C 2.5274 3.4688 -0.4018  -0.011
C 3.1329 3.2174 -1.6520  -0.519
C 2.6811 2.1398 -2.4971  -0.960
C 1.6763 1.3775 -1.9829  -0.045
N 1.1123 1.5382 -0.7631  0.423
C 1.4979 2.6511 -0.0290  0.144
C 0.7080 2.9052 1.1252  0.256
N -0.2631 1.9822 1.4495  0.133
C -1.0989 2.2339 2.4594  -0.019
C -0.9551 3.3885 3.2415  -0.886
C 0.1018 4.2438 2.9840  -0.584
C 0.9667 3.9966 1.9220  0.468
C 2.1030 4.8250 1.6745  0.627
N 2.4813 5.8822 2.3878  -0.814
H 3.9605 3.8926 -1.9527  0.535
H 3.0196 1.9895 -3.5490  0.454
H 1.4048 0.4878 -2.5154  0.300
H -1.9299 1.4965 2.5353  0.542
H -1.6641 3.5779 4.0787  0.431
H 0.4322 4.9681 3.7316  0.505
N -3.9313 2.5177 -3.9283  -0.312
C -2.7103 3.0739 -3.9131  0.565
N -2.2557 3.8363 -4.9327  -0.358
N -1.8714 2.9234 -2.8936  -0.461
C -1.9335 2.1337 -1.9107  0.837
N -2.0064 1.4605 -0.9693  -0.361
H -4.6716 2.6828 -4.6138  0.230
H -4.1938 1.8771 -3.2051  0.178
H -2.9276 4.2228 -5.5694  0.256
H -1.4439 4.3791 -4.7654  0.255
C -0.1261 -5.1668 -1.0964  -1.071
Ge -0.4724 -3.4140 -1.8691  0.463
C -2.2304 -3.1386 -2.7961  -1.038
C 1.0145 -2.6745 -2.8835  -0.950
Ge -0.4879 -1.9112 0.2161  0.094
C 1.4073 -2.0504 1.0206  0.069
C 2.5975 -1.7962 0.4611  0.140
C 3.7986 -2.1286 1.0665  -0.552
C 3.9027 -2.7524 2.3585  -0.535
C 2.7126 -2.9925 2.9562  -0.656
C 1.5435 -2.7362 2.2796  -0.092
C -1.7328 -2.3608 1.6232  0.251
C -2.8354 -3.1945 1.4449  -0.265
C -3.6533 -3.4784 2.5707  -0.573
C -3.3902 -2.9881 3.7937  -0.518
C -2.2711 -2.1633 4.0204  -0.920
C -1.5242 -1.8732 2.9074  -0.160
H 0.9475 -5.2490 -1.0217  0.391
H -0.4401 -5.9862 -1.7662  0.413
H -0.6110 -5.2443 -0.1317  0.403
H -2.4770 -4.0172 -3.4329  0.413
H -2.0295 -2.2160 -3.3998  0.304
H -3.0185 -3.0345 -2.0672  0.387
H 1.0910 -3.2120 -3.8222  0.492
H 1.9991 -2.7403 -2.3454  0.273
H 0.8285 -1.6378 -3.0768  0.174
H 2.7614 -1.2396 -0.4621  0.375
H 4.6230 -1.7235 0.5490  0.468
H 4.8552 -2.9924 2.9369  0.388
H 2.5114 -3.2199 3.9814  0.466
H 0.6600 -3.1673 2.8027  0.365
H -3.0508 -3.5713 0.4510  0.316
H -4.4655 -4.1505 2.2760  0.412
H -3.9933 -3.3298 4.6277  0.400
H -2.0160 -1.6428 4.9610  0.422
H -0.6696 -1.1793 3.0678  0.579

ΔE to the lowest compared entry with this formula, charge and spin   12.6 kcal/mol
Charge   +3
2S+1   2
Total energy   -10039.68494 Ha
Frontier orbital gap (alpha / beta)   7.13 / 4.41 eV



Number 1: F_max 2.29 eV/Å. Number 2: F_max 1.71 eV/Å. Number 3: F_max 3.85 eV/Å.